Density functional theory data (ωB97M-V/def2-TZVPD) for a 2-piece molecular cluster, C16H20ClN2 overall in a non-equilibrium geometry.

## Properties
Electronic energy in eV: -32409.9014
ΔE to the lowest compared entry with this formula, charge and spin in eV: 0.2697
Maximum force in eV/Å: 3.30
Net charge: +1

Cartesian coordinates (Å):
C  -2.2182  0.2892  2.2120
C  -2.0498  -1.2325  2.2140
C  -0.6178  -1.5575  1.8188
N  -0.0361  -0.2507  1.3530
N  1.2234  0.0265  1.6660
C  2.0912  -0.6639  2.3105
C  -0.9289  0.9010  1.6888
H  -3.0714  0.5958  1.6033
H  -2.3835  0.6602  3.2273
H  -2.2248  -1.6597  3.2050
H  -2.7537  -1.7112  1.5257
H  -0.0226  -1.9503  2.6652
H  -0.5397  -2.2918  1.0029
H  3.1197  -0.4076  2.0299
H  1.9102  -1.3652  3.1579
H  -1.0720  1.5391  0.8062
H  -0.4249  1.5171  2.4566
Cl  3.1112  4.6924  -2.0357
C  2.2504  3.2257  -1.8104
C  2.9607  2.0213  -1.6529
C  2.2613  0.8368  -1.4475
C  0.8401  0.8192  -1.4202
C  0.1273  -0.4095  -1.2595
C  -1.3507  -0.4964  -1.4325
C  -1.6140  -2.0281  -1.5947
C  -0.2352  -2.6416  -1.5638
C  0.7253  -1.6951  -1.2993
C  0.1487  2.0420  -1.6624
C  0.8461  3.2329  -1.8612
H  4.0490  2.0184  -1.7057
H  2.8110  -0.0961  -1.2767
H  -1.8598  -0.0228  -0.5693
H  -1.7520  0.0053  -2.3339
H  -2.2536  -2.4091  -0.7839
H  -2.1680  -2.1912  -2.5330
H  -0.0578  -3.6865  -1.7673
H  1.7977  -1.8443  -1.1939
H  -0.9460  2.0354  -1.6698
H  0.3073  4.1527  -2.0691

---

Density functional theory data (ωB97M-V/def2-TZVPD) for C3HFeO as an isolated structure in a non-equilibrium geometry.

## Properties
Electronic energy in eV: -39547.6815
<S²>: 6.138
Maximum force in eV/Å: 5.36
Multiplicity: 5
Net charge: +1

Cartesian coordinates (Å):
O  -0.0599  -0.3069  0.5175
C  0.7048  0.0573  -0.4276
C  1.1647  1.0671  -1.2656
C  1.8199  -0.1664  -1.3087
H  2.3503  -0.7810  -2.0401
Fe  -1.7080  -0.2127  1.1270

---

Density functional theory data (ωB97M-V/def2-TZVPD) for C32H22N6PPtS2 as an isolated structure.

## Properties
Electronic energy in eV: -76694.3503
ΔE to the lowest compared entry with this formula, charge and spin in eV: 0.0000
Maximum force in eV/Å: 0.42
Net charge: -1

Cartesian coordinates (Å):
Pt  -0.5382  0.3827  -0.8002
C  4.8509  -1.7845  -1.9384
C  3.7187  -1.3724  -2.6281
C  2.6811  -0.7504  -1.9507
C  2.7710  -0.5292  -0.5784
C  3.9051  -0.9537  0.1101
C  4.9419  -1.5767  -0.5694
P  1.4217  0.3684  0.2516
C  1.5261  -0.2504  1.9602
C  1.1401  -1.5713  2.1834
C  1.1916  -2.1044  3.4594
C  1.6255  -1.3232  4.5237
C  1.9947  -0.0058  4.3075
C  1.9403  0.5331  3.0296
C  1.9358  2.0978  0.2772
C  3.1652  2.5692  0.6553
C  3.3996  3.9575  0.6825
C  2.3968  4.8259  0.3505
C  1.1234  4.3634  -0.0547
C  0.0753  5.2500  -0.4020
C  -1.1231  4.7372  -0.7999
C  -1.3293  3.3414  -0.8985
C  -0.3542  2.4200  -0.5915
C  0.8911  2.9666  -0.1245
H  5.6578  -2.2777  -2.4661
H  3.6366  -1.5461  -3.6933
H  1.7841  -0.4468  -2.4766
H  3.9719  -0.8115  1.1824
H  5.8184  -1.9077  -0.0264
H  0.7756  -2.1765  1.3601
H  0.8727  -3.1252  3.6266
H  1.6514  -1.7372  5.5238
H  2.2995  0.6183  5.1375
H  2.1957  1.5730  2.8758
H  3.9547  1.8823  0.9377
H  4.3714  4.3325  0.9782
H  2.5687  5.8961  0.3877
H  0.2397  6.3195  -0.3427
H  -1.9362  5.4053  -1.0595
H  -2.3007  3.0086  -1.2472
S  -2.5026  0.5498  -2.0667
C  -2.9707  -1.1067  -2.3542
C  -4.1586  -1.3597  -3.0462
C  -4.5803  -2.6522  -3.3172
C  -5.8064  -2.8647  -4.0297
N  -6.7868  -3.0326  -4.6072
C  -3.7933  -3.7352  -2.8868
C  -2.6153  -3.4919  -2.2020
C  -2.1812  -2.1911  -1.9230
S  -0.6982  -1.9579  -1.0468
C  -4.1922  -5.0890  -3.1463
N  -4.4927  -6.1796  -3.3529
H  -4.7621  -0.5256  -3.3799
H  -2.0099  -4.3274  -1.8749
N  -3.5248  -1.5634  1.1028
C  -2.9295  -0.5577  1.7951
N  -3.1430  0.6994  1.3683
N  -2.2482  -0.8748  2.8815
C  -1.6768  0.1716  3.4607
N  -1.1791  1.1207  3.9018
H  -3.6801  -1.3991  0.1188
H  -3.1389  -2.4703  1.3107
H  -3.3121  0.8404  0.3774
H  -2.5295  1.3991  1.7642

---

Density functional theory data (ωB97M-V/def2-TZVPD) for C30H33BrN4O2RhS as an isolated structure.

## Properties
Electronic energy in eV: -125589.3960
ΔE to the lowest compared entry with this formula, charge and spin in eV: 0.8035
Maximum force in eV/Å: 0.89
Net charge: -1

Cartesian coordinates (Å):
Rh  -0.3420  -0.0493  0.1357
N  -0.3926  -0.0362  -4.1382
C  -0.1587  0.2238  -2.8074
S  -1.5111  0.4789  -1.7412
N  1.0572  0.2506  -2.3958
N  1.0922  0.5740  -1.0408
C  2.0654  1.3094  -0.6423
C  2.1559  1.9614  0.6328
C  3.3881  2.4428  1.0954
C  3.4746  3.2134  2.2290
C  2.2898  3.5586  2.8978
C  1.0645  3.1335  2.4482
C  0.9475  2.2864  1.3149
O  -0.2135  1.8849  0.9130
H  -1.3183  0.1761  -4.4665
H  0.3569  0.2033  -4.7663
H  2.8285  1.4846  -1.3977
H  4.2865  2.1822  0.5446
H  4.4333  3.5545  2.5966
H  2.3428  4.1761  3.7878
H  0.1523  3.4029  2.9647
C  1.1908  -5.2597  6.1369
C  2.1616  -4.1227  5.7889
C  2.5277  -3.3603  7.0722
C  3.4373  -4.7480  5.2246
C  1.5068  -3.1574  4.8038
C  2.0578  -2.8365  3.5792
C  1.4182  -1.9456  2.7340
Br  2.2694  -1.5143  1.0971
C  0.1802  -1.3431  3.0148
O  -0.4378  -0.5323  2.2034
C  -0.3536  -1.6271  4.3115
C  0.3067  -2.5179  5.1412
C  -1.6286  -0.9000  4.7525
C  -2.8212  -1.3288  3.8839
C  -1.9936  -1.1970  6.2099
C  -1.4162  0.6187  4.6316
H  1.6468  -5.9355  6.8663
H  0.9494  -5.8418  5.2441
H  0.2606  -4.8775  6.5617
H  3.0089  -4.0287  7.7933
H  1.6423  -2.9331  7.5461
H  3.2145  -2.5423  6.8448
H  3.8567  -5.4437  5.9553
H  4.1925  -3.9881  5.0112
H  3.2347  -5.3093  4.3107
H  2.9985  -3.2618  3.2564
H  -0.1170  -2.7266  6.1148
H  -3.0243  -2.3949  4.0214
H  -2.6213  -1.1368  2.8333
H  -3.7178  -0.7730  4.1773
H  -2.1961  -2.2590  6.3698
H  -2.8987  -0.6429  6.4704
H  -1.2000  -0.8852  6.8931
H  -1.2286  0.9090  3.5985
H  -0.5626  0.9279  5.2405
H  -2.3048  1.1459  4.9925
C  -0.9998  -1.9636  -0.3554
C  -0.4717  -3.1798  0.3019
C  -1.0055  -3.6282  1.5119
C  -0.5449  -4.7704  2.1373
C  0.4745  -5.5199  1.5558
C  1.0195  -5.0920  0.3419
C  0.5496  -3.9460  -0.2657
C  0.9575  -6.7110  2.1907
N  1.3423  -7.6684  2.7020
H  -2.0271  -1.7790  -0.0134
H  -1.0276  -2.0714  -1.4348
H  -1.7941  -3.0469  1.9763
H  -0.9684  -5.0870  3.0826
H  1.8135  -5.6708  -0.1136
H  0.9829  -3.6149  -1.2028

---

Density functional theory data (ωB97M-V/def2-TZVPD) for a 2-piece molecular cluster, C9H14 overall in a non-equilibrium geometry.

## Properties
SMILES: Cc1ccccc1.CC
Electronic energy in eV: -9556.9824
ΔE to the lowest compared entry with this formula, charge and spin in eV: 3.1990
Maximum force in eV/Å: 6.24

Cartesian coordinates (Å):
C  2.5944  -1.0555  0.4750
C  1.7746  -2.1932  1.1920
H  2.4485  -0.9067  -0.5898
H  2.6547  -0.2972  1.0839
H  3.6952  -1.2562  0.3962
H  0.7542  -1.7680  1.3784
H  2.0536  -3.2025  0.6357
H  2.2881  -2.3454  2.2606
C  -1.7447  3.0223  -0.1464
C  -2.2953  0.4453  -0.0721
C  -1.4051  1.5626  -0.1687
C  -1.9814  -0.8421  -0.4340
C  -0.6861  -1.1568  -0.7563
C  -0.1156  1.2086  -0.6373
C  0.3122  -0.1193  -0.9044
H  -3.3824  0.5832  0.1290
H  -2.8812  -1.6310  -0.5537
H  -2.0445  3.2719  0.9607
H  -2.6925  3.2786  -0.6294
H  -0.4203  -2.0573  -0.9856
H  0.6546  2.0045  -0.5967
H  1.3163  -0.2465  -1.3819
H  -0.8972  3.7008  -0.6550

---

Repeat the first record exactly.
Density functional theory data (ωB97M-V/def2-TZVPD) for a 2-piece molecular cluster, C16H20ClN2 overall in a non-equilibrium geometry.

## Properties
Electronic energy in eV: -32409.9014
ΔE to the lowest compared entry with this formula, charge and spin in eV: 0.2697
Maximum force in eV/Å: 3.30
Net charge: +1

Cartesian coordinates (Å):
C  -2.2182  0.2892  2.2120
C  -2.0498  -1.2325  2.2140
C  -0.6178  -1.5575  1.8188
N  -0.0361  -0.2507  1.3530
N  1.2234  0.0265  1.6660
C  2.0912  -0.6639  2.3105
C  -0.9289  0.9010  1.6888
H  -3.0714  0.5958  1.6033
H  -2.3835  0.6602  3.2273
H  -2.2248  -1.6597  3.2050
H  -2.7537  -1.7112  1.5257
H  -0.0226  -1.9503  2.6652
H  -0.5397  -2.2918  1.0029
H  3.1197  -0.4076  2.0299
H  1.9102  -1.3652  3.1579
H  -1.0720  1.5391  0.8062
H  -0.4249  1.5171  2.4566
Cl  3.1112  4.6924  -2.0357
C  2.2504  3.2257  -1.8104
C  2.9607  2.0213  -1.6529
C  2.2613  0.8368  -1.4475
C  0.8401  0.8192  -1.4202
C  0.1273  -0.4095  -1.2595
C  -1.3507  -0.4964  -1.4325
C  -1.6140  -2.0281  -1.5947
C  -0.2352  -2.6416  -1.5638
C  0.7253  -1.6951  -1.2993
C  0.1487  2.0420  -1.6624
C  0.8461  3.2329  -1.8612
H  4.0490  2.0184  -1.7057
H  2.8110  -0.0961  -1.2767
H  -1.8598  -0.0228  -0.5693
H  -1.7520  0.0053  -2.3339
H  -2.2536  -2.4091  -0.7839
H  -2.1680  -2.1912  -2.5330
H  -0.0578  -3.6865  -1.7673
H  1.7977  -1.8443  -1.1939
H  -0.9460  2.0354  -1.6698
H  0.3073  4.1527  -2.0691